No. 1
{"formula": "C3H8O", "method": "ωB97M-V/def2-TZVPD", "species": ["C", "C", "O", "C", "H", "H", "H", "H", "H", "H", "H", "H"], "xyz": [[-1.58143, 0.11204, -0.27741], [-0.36990, -0.69137, 0.34705], [0.69749, 0.02743, 0.94053], [1.73673, 0.44842, 0.09029], [-1.51533, 0.35207, -1.36461], [-2.49666, -0.49565, -0.19490], [-1.65706, 1.03807, 0.27144], [-0.18754, -1.15343, -0.60960], [-0.70509, -1.34864, 1.16558], [2.27801, -0.41057, -0.33828], [1.36315, 1.08389, -0.72616], [2.43763, 1.03774, 0.69608]], "forces_ev_per_a": [[0.17, 0.27, 0.55], [-1.34, 0.60, -0.70], [-0.41, 0.07, -0.30], [0.08, 0.11, -0.23], [0.50, -0.19, 0.79], [0.28, 0.29, 0.28], [-0.58, 0.41, 0.14], [1.65, -1.46, 0.28], [-0.07, 0.02, -0.76], [-0.14, 0.16, 0.04], [0.09, -0.09, 0.08], [-0.23, -0.18, -0.15]], "smiles": "CCOC", "energy_ev": -5286.9515, "e_above_lowest_kj_mol": 115.7, "lumo_ev": 1.14, "largest_force_ev_per_a": 2.2, "spin_multiplicity": 1}

No. 2
{"formula": "C4H7FS", "method": "ωB97M-V/def2-TZVPD", "species": ["C", "C", "C", "C", "H", "H", "H", "H", "H", "H", "H", "F", "S"], "xyz": [[-0.69014, 1.54874, 0.19839], [-1.11274, -0.00243, -0.06698], [-0.11939, -1.12132, 0.13076], [1.26827, -0.55290, -0.24676], [0.56190, 1.64996, -0.02291], [-0.78789, 1.39398, 1.48183], [-1.47881, 2.21902, -0.30354], [-0.09002, -1.61796, 0.95943], [-0.20666, -2.00012, -0.60772], [2.11756, -0.29203, 0.86067], [1.74853, -1.63874, -0.65478], [1.38523, 0.60408, -1.09875], [-2.59585, -0.19028, -0.62963]], "forces_ev_per_a": [[2.02, -2.91, 2.91], [-0.04, 2.31, -0.24], [0.57, 3.17, -7.21], [4.84, -2.47, 2.76], [-4.54, 0.67, 0.84], [0.13, 1.38, -3.46], [1.61, -0.94, 1.13], [0.17, -2.15, 5.64], [-0.95, 1.63, 0.67], [-2.93, -0.53, -3.47], [-0.30, 3.79, 0.25], [0.21, -3.22, 0.41], [-0.79, -0.71, -0.24]], "energy_ev": -17809.2032, "e_above_lowest_kj_mol": 495.8, "lumo_ev": 0.06, "largest_force_ev_per_a": 7.9, "spin_multiplicity": 1}

No. 3
{"formula": "C5H6O2", "method": "ωB97M-V/def2-TZVPD", "species": ["C", "C", "O", "C", "C", "O", "C", "H", "H", "H", "H", "H", "H"], "xyz": [[-0.07346, 1.22879, 0.22404], [-1.26910, 0.30773, -0.08868], [-1.34116, -0.61318, 0.98329], [-0.73507, -1.06067, -0.18632], [0.87230, -0.99327, -0.28225], [1.38259, -0.52839, 0.93619], [1.16726, 0.43372, -0.04075], [-0.05891, 1.36555, 1.33775], [-0.35972, 2.05120, -0.48654], [-2.07663, 0.56931, -0.71420], [-1.24617, -1.88471, -0.64442], [1.53562, -1.79753, -0.72831], [2.20243, 0.92145, -0.30982]], "forces_ev_per_a": [[-1.92, 0.55, -0.96], [2.68, -1.13, 0.83], [-0.97, -0.56, 0.73], [2.04, -0.43, -0.91], [-1.25, -0.94, 0.25], [0.16, -0.62, 1.70], [3.17, 1.17, -1.37], [-0.35, 0.87, -1.13], [1.45, 0.17, 1.17], [-1.30, 0.57, 0.08], [-0.15, -0.21, -0.44], [-1.22, 1.22, 0.04], [-2.34, -0.67, 0.02]], "smiles": "C1[C@@H]2O[C@@H]2[C@@H]2O[C@H]12", "energy_ev": -9373.5419, "e_above_lowest_kj_mol": 342.9, "lumo_ev": 1.06, "largest_force_ev_per_a": 3.7, "spin_multiplicity": 1}

No. 4
{"formula": "C4H6N2O", "method": "ωB97M-V/def2-TZVPD", "species": ["C", "C", "N", "C", "C", "N", "O", "H", "H", "H", "H", "H", "H"], "xyz": [[2.23521, 0.94875, -0.73654], [1.37679, 0.88209, 0.12492], [0.55770, 0.56840, 1.25590], [-0.45280, -0.05385, 0.53738], [-0.30661, -1.47830, 0.13343], [-1.22628, 0.84823, -0.00686], [-2.19888, 0.34576, -0.88796], [3.23504, 0.83693, -1.04264], [0.24185, 1.43769, 1.69426], [0.03223, -2.05343, 0.98779], [-1.24968, -1.84135, -0.25003], [0.43092, -1.59148, -0.66399], [-2.67548, 1.15055, -1.14566]], "forces_ev_per_a": [[-1.59, -0.12, 1.79], [2.10, -0.21, 1.50], [2.63, 1.38, -1.29], [-3.28, 1.13, -2.71], [-0.21, 0.00, 0.28], [-0.29, -1.62, 0.77], [0.30, 0.10, 0.30], [0.39, 0.16, -0.79], [-0.05, -0.33, -0.18], [-0.05, -0.22, 0.08], [-0.20, -0.18, 0.04], [0.04, 0.23, 0.08], [0.21, -0.34, 0.13]], "smiles": "C#CN/C(C)=N/O", "energy_ev": -9268.1218, "e_above_lowest_kj_mol": 519.1, "lumo_ev": 0.92, "largest_force_ev_per_a": 4.4, "spin_multiplicity": 1}

No. 5
{"formula": "C3H6N2O", "method": "ωB97M-V/def2-TZVPD", "species": ["C", "N", "C", "C", "N", "O", "H", "H", "H", "H", "H", "H"], "xyz": [[-1.28323, 1.12967, 0.24733], [-0.05904, 0.59863, -0.35796], [0.13621, -0.94847, -0.52364], [1.37728, -1.11383, 0.20087], [1.95768, -0.00154, 0.46681], [1.15501, 1.03120, 0.20111], [-2.12270, 0.54265, 0.11948], [-1.15864, 1.28074, 1.33672], [-1.56432, 2.17822, -0.15121], [0.25358, -1.00161, -1.65301], [-0.61097, -1.68163, -0.14857], [1.91915, -2.01403, 0.26208]], "forces_ev_per_a": [[2.12, 3.22, 1.29], [-1.82, -2.65, -1.54], [-1.40, 1.81, -1.44], [1.34, 1.61, -0.60], [0.17, -1.36, 0.88], [0.03, 1.47, 0.59], [-1.40, -1.67, -0.65], [-0.02, -0.15, -0.22], [0.73, -1.63, 0.29], [-0.09, -0.80, 1.32], [-0.22, 0.99, -0.32], [0.54, -0.86, 0.40]], "smiles": "CN1CC=NO1", "energy_ev": -8231.5871, "e_above_lowest_kj_mol": 493.2, "lumo_ev": 0.92, "largest_force_ev_per_a": 4.1, "spin_multiplicity": 1}

No. 6
{"formula": "C30H29ClF6HoN7O7S3", "method": "ωB97M-V/def2-TZVPD", "species": ["Ho", "C", "N", "C", "C", "C", "C", "C", "N", "C", "C", "C", "C", "C", "C", "H", "H", "H", "H", "H", "H", "H", "H", "H", "H", "H", "C", "C", "O", "N", "C", "C", "C", "C", "C", "C", "N", "H", "H", "H", "H", "H", "H", "H", "H", "H", "H", "F", "C", "F", "F", "S", "O", "O", "N", "S", "O", "O", "C", "F", "F", "F", "Cl", "C", "C", "C", "C", "C", "C", "C", "O", "O", "H", "H", "H", "H", "N", "C", "N", "S", "H", "H", "H", "H"], "xyz": [[0.78387, -0.49815, -0.61135], [-0.77649, 0.51039, 2.63372], [0.22769, -0.27867, 1.92988], [1.09431, -0.89056, 2.67847], [2.13185, -1.65216, 2.11617], [3.08832, -2.48539, 2.72482], [3.79416, -3.08070, 1.69510], [3.25510, -2.58120, 0.50499], [2.26321, -1.71336, 0.73644], [-0.24877, 1.90526, 2.55364], [0.26309, 2.66757, 3.53491], [0.99819, 3.92091, 3.36891], [1.26271, 4.75194, 2.34291], [0.78865, 4.73884, 0.89658], [0.08360, 2.39774, 1.20467], [-0.89686, 0.18275, 3.67502], [-1.72715, 0.43565, 2.09595], [1.01825, -0.84906, 3.76873], [3.23461, -2.60974, 3.78099], [4.59738, -3.78887, 1.77571], [3.56170, -2.82409, -0.49758], [0.17497, 2.33574, 4.56158], [1.45422, 4.23114, 4.30381], [1.89599, 5.60248, 2.57432], [0.46383, 5.74979, 0.62454], [1.13717, 2.19955, 1.00284], [1.30203, 2.87236, -3.42126], [1.46511, 2.84726, -1.92406], [1.51879, 1.80597, -1.26893], [1.61602, 4.06701, -1.38267], [1.97201, 4.34494, -0.01257], [-0.38278, 3.77799, 0.90931], [-1.55393, 4.29206, 1.63642], [-2.76797, 3.73361, 1.51830], [-2.99368, 2.70070, 0.54286], [-1.97591, 2.26102, -0.21127], [-0.64317, 2.64656, -0.02421], [0.98686, 1.90491, -3.78949], [2.27302, 3.09284, -3.86107], [0.59149, 3.62905, -3.73997], [1.44859, 4.86881, -1.97129], [2.69674, 5.16360, -0.00836], [2.47231, 3.46041, 0.38325], [-1.38089, 5.13825, 2.28311], [-3.61108, 4.12260, 2.07387], [-3.99402, 2.33612, 0.37639], [-2.11904, 1.59878, -1.05381], [-1.55215, -1.05383, -4.05778], [-0.25884, -0.89656, -3.87886], [0.24145, -0.34135, -4.98599], [-0.09803, 0.04937, -2.89313], [0.77115, -2.43068, -3.36758], [0.73869, -2.34883, -1.92453], [0.22136, -3.53754, -4.04825], [2.17703, -2.02920, -3.94310], [3.19315, -1.31736, -2.97928], [2.54095, -0.45604, -2.01350], [4.26909, -2.12484, -2.53187], [3.95288, -0.04843, -4.15633], [2.96915, 0.55516, -4.82834], [4.58539, 0.90004, -3.45679], [4.81171, -0.54998, -5.03074], [-1.66953, -5.27746, 4.15536], [-1.84072, -4.06477, 2.93872], [-3.03872, -3.38050, 2.82072], [-3.17969, -2.44248, 1.81572], [-2.13094, -2.17532, 0.94127], [-0.93398, -2.87641, 1.07137], [-0.78776, -3.82312, 2.06873], [-2.33385, -1.12675, -0.13826], [-3.48581, -0.82190, -0.45353], [-1.28656, -0.57147, -0.61074], [-3.85042, -3.60163, 3.49540], [-4.11150, -1.91068, 1.69435], [-0.13256, -2.72301, 0.34484], [0.13255, -4.38073, 2.15973], [-3.66866, -5.44149, -1.52331], [-3.46364, -4.10312, -1.49449], [-4.48554, -3.31778, -1.13748], [-1.96174, -3.50090, -1.90061], [-4.59404, -5.82975, -1.47074], [-2.93827, -5.98995, -1.94382], [-5.35760, -3.71842, -0.83667], [-4.28807, -2.33492, -0.93082]], "forces_ev_per_a": [[0.78, 1.38, 1.61], [0.05, 0.23, 0.16], [0.64, -0.45, 0.01], [-0.47, 0.32, -0.18], [0.60, -0.37, -0.09], [-0.61, 0.54, -0.04], [0.09, -0.06, -0.44], [0.38, -0.31, 0.02], [-0.39, 0.11, 0.23], [-0.15, 0.14, 0.07], [-0.52, -0.50, -0.16], [0.28, 0.23, 0.02], [0.02, 0.26, -0.19], [0.06, -0.34, -0.13], [0.29, 0.43, 0.44], [-0.10, -0.01, -0.17], [0.01, -0.04, 0.17], [-0.04, -0.02, -0.04], [-0.03, -0.06, 0.21], [0.12, -0.08, 0.00], [0.04, -0.02, -0.02], [0.01, -0.12, 0.06], [0.07, 0.06, -0.01], [0.02, 0.03, 0.12], [-0.01, 0.03, 0.00], [-0.21, 0.10, -0.09], [-0.03, -0.30, 0.03], [-0.07, 0.20, -0.22], [0.29, -0.31, 0.11], [-0.03, 0.23, -0.09], [-0.11, -0.07, 0.38], [0.38, 0.01, 0.30], [-0.33, -0.13, -0.02], [0.35, 0.45, 0.15], [0.27, -0.39, -0.30], [-0.89, -0.10, 0.05], [-0.01, 0.25, -0.15], [-0.05, -0.01, 0.02], [0.06, 0.07, -0.06], [-0.07, 0.12, 0.01], [0.10, -0.22, -0.13], [0.01, -0.10, 0.04], [0.00, 0.12, -0.04], [-0.08, 0.11, 0.08], [0.04, 0.04, 0.05], [-0.09, -0.05, -0.19], [-0.16, -0.03, 0.09], [0.38, -0.44, 0.21], [-0.13, 0.28, -0.34], [0.04, -0.35, 0.14], [0.04, -0.16, -0.21], [-0.52, 0.93, -1.86], [-0.14, -0.56, 0.60], [0.09, -0.11, 0.03], [0.04, -0.24, 0.39], [1.12, 0.48, -1.44], [0.55, 0.27, 0.00], [0.25, -0.21, 0.07], [-0.19, 0.38, -0.03], [-0.12, -0.12, -0.04], [-0.06, -0.33, 0.27], [-0.20, -0.40, 0.26], [0.05, -0.17, 0.24], [-0.04, 0.18, -0.30], [0.08, -0.17, 0.10], [0.19, 0.13, -0.20], [0.01, 0.20, -0.05], [-0.34, 0.18, -0.07], [0.23, 0.00, -0.13], [-1.20, -0.56, 0.69], [0.42, 0.28, 0.02], [-0.23, 0.13, -0.19], [-0.08, 0.00, 0.09], [-0.04, 0.09, -0.02], [-0.21, -0.30, 0.38], [0.06, -0.04, 0.03], [-0.18, -0.04, 0.05], [0.11, 0.02, -0.18], [-0.14, -0.14, 0.03], [-0.20, -0.42, -0.20], [-0.03, -0.04, 0.00], [-0.06, 0.01, 0.04], [0.01, 0.01, 0.05], [-0.08, -0.11, -0.07]], "energy_ev": -143476.2216, "e_above_lowest_kj_mol": 470.5, "lumo_ev": [0.26, 0.26], "largest_force_ev_per_a": 2.3, "spin_multiplicity": 5}